Record 1
The following is a quantum chemistry calculation of C4H6O in the gas phase, from the OMol25 dataset.

Cartesian coordinates (Å):
O -2.36337 0.03878 -0.20114
C -1.16688 0.01488 -0.10409
C -0.08067 1.09396 -0.14282
C 0.96570 0.00094 0.19087
C -0.13081 -1.08801 0.12641
H 0.02708 1.55097 -1.13238
H -0.21073 1.87904 0.60416
H 1.51782 0.10278 1.12603
H 1.68704 -0.14600 -0.61383
H -0.31694 -1.80370 0.93305
H 0.07176 -1.64365 -0.78626

Summary:
Net charge: 0
SMILES string: O=C1CCC1
Lowest unoccupied orbital energy in eV: 1.022
Orbital gap in eV: 10.59
Highest occupied orbital energy in eV: -9.57
Multiplicity: 1

=====

Record 2
The following is a quantum chemistry calculation of 2 unconnected molecules or ions with the total composition C2H4FNO, from the OMol25 dataset.

Cartesian coordinates (Å):
N -2.47871 -1.48014 -0.31293
C -2.38951 -0.30389 -0.03239
O -2.12891 0.77215 0.16668
H -3.53371 -1.82078 -0.32382
C 1.31414 -0.19411 0.84780
F 2.13791 0.46092 0.08440
H 1.33958 -0.48272 1.88288
H 1.05659 -1.31988 0.47174
H 0.44079 0.43998 0.63832

Summary:
Net charge: 0
SMILES string: N=C=O.CF
Lowest unoccupied orbital energy in eV: 0.569
Orbital gap in eV: 11.74
Highest occupied orbital energy in eV: -11.17
Multiplicity: 1

=====

Record 3
The following is a quantum chemistry calculation of 5 unconnected molecules or ions with the total composition C31H66O10PS2, from the OMol25 dataset.

Cartesian coordinates (Å):
C 2.05860 -4.11607 3.05704
C 0.67607 -3.87094 3.64175
C -0.38002 -4.82383 3.04743
C 0.22210 -2.40010 3.69317
P 0.30506 -1.28675 2.16146
C 0.32278 0.28126 3.29250
C 0.47683 1.56887 2.51499
C 1.92767 1.99198 2.28949
O 2.81715 1.54874 3.31348
O 2.09617 -1.19348 2.07966
C 2.41453 -1.52971 0.74966
C 3.83347 -2.08981 0.57753
C 4.36297 -1.73451 -0.81275
C 5.28333 -2.80925 -1.39461
S 6.72560 -3.08711 -0.30529
C 1.24144 -2.26839 0.00607
C 1.57863 -3.62755 -0.68369
C 0.63568 -3.82823 -1.87784
C 1.28200 -3.32857 -3.16973
S 2.33394 -4.57047 -3.90473
O 3.49415 -3.98123 -4.49301
O 2.63789 -5.58803 -2.95475
O 1.42428 -5.20378 -5.05370
O 0.33496 -2.63324 1.02949
H 2.49567 -5.02076 3.47287
H 2.06054 -4.13568 1.97865
H 2.70436 -3.30369 3.37506
H 0.77237 -4.18871 4.68329
H -0.47744 -5.72045 3.65244
H -1.33051 -4.32515 2.91097
H -0.01961 -5.15014 2.07575
H -0.82315 -2.40807 3.98966
H 0.75108 -1.94276 4.52414
H -1.15445 -1.17636 2.11666
H 0.31516 -0.42983 0.98903
H 1.05101 0.20266 4.08891
H -0.64774 0.31324 3.78965
H -0.02224 1.53873 1.54699
H -0.00488 2.37134 3.07907
H 2.00248 3.07517 2.26697
H 2.28562 1.64446 1.31945
H 3.44389 0.92784 2.92033
H 2.50656 -0.55237 0.24655
H 4.46850 -1.70022 1.36176
H 3.80207 -3.17510 0.64922
H 4.94587 -0.81884 -0.78952
H 3.50184 -1.59385 -1.46060
H 5.64779 -2.54076 -2.37581
H 4.75094 -3.74862 -1.47987
H 6.10029 -3.72927 0.68638
H 0.79213 -1.67590 -0.78875
H 2.59757 -3.71185 -1.03013
H 1.37724 -4.40790 0.03465
H -0.28961 -3.27980 -1.73451
H 0.36231 -4.87288 -1.95914
H 0.53399 -3.04385 -3.90046
H 1.91135 -2.48139 -2.93489
H 2.02316 -5.77722 -5.57008
C 4.94826 6.27067 0.62038
C 3.94999 6.33444 -0.53011
C 2.97371 5.22907 -0.15167
O 2.95905 5.16957 1.27598
C 4.04033 5.94552 1.79757
H 5.51449 7.19005 0.76452
H 5.65664 5.45567 0.45518
H 3.44217 7.30225 -0.53038
H 4.39797 6.18513 -1.51173
H 3.30475 4.25719 -0.53273
H 1.96150 5.41511 -0.51378
H 3.62598 6.85831 2.24267
H 4.54496 5.37627 2.57890
C 0.08513 6.51328 4.44801
C -0.01716 6.14814 2.97147
C 0.08324 7.51138 2.30513
O 0.90482 8.32050 3.15485
C 1.08537 7.65997 4.41167
H 0.40887 5.68976 5.08209
H -0.88195 6.86729 4.81519
H 0.83362 5.52764 2.68278
H -0.93082 5.61520 2.71324
H -0.90024 7.98918 2.22224
H 0.53031 7.46403 1.31081
H 2.11452 7.28705 4.45911
H 0.93975 8.37839 5.22007
C -4.13225 -0.30103 -3.00508
C -4.42725 -1.77263 -2.73738
C -3.03583 -2.31607 -2.44371
O -2.29682 -1.24691 -1.85609
C -3.01356 -0.02307 -2.00740
H -4.99379 0.35200 -2.86850
H -3.76613 -0.17375 -4.02764
H -5.06180 -1.87010 -1.85458
H -4.91956 -2.27954 -3.56409
H -2.52006 -2.61624 -3.36570
H -3.04494 -3.16523 -1.75896
H -3.41365 0.26330 -1.02913
H -2.32840 0.75734 -2.34103
C -9.37623 -0.74256 -4.89681
C -9.67614 -2.21236 -4.62120
C -8.28570 -2.76212 -4.33368
O -7.53997 -1.69278 -3.74822
C -8.25554 -0.46565 -3.90423
H -10.23335 -0.08464 -4.76097
H -9.01198 -0.62132 -5.91961
H -10.30791 -2.30442 -3.73483
H -10.17102 -2.72361 -5.44569
H -7.78142 -3.06998 -5.25643
H -8.29812 -3.60952 -3.64763
H -8.65421 -0.17258 -2.92694
H -7.56909 0.31059 -4.24426

Summary:
Net charge: -1
Lowest unoccupied orbital energy in eV: 2.033
Orbital gap in eV: 6.19
Highest occupied orbital energy in eV: -4.15
Multiplicity: 1

=====

Record 4
The following is a quantum chemistry calculation of C5H10O in the gas phase, from the OMol25 dataset.

Cartesian coordinates (Å):
C 1.98071 0.57537 -0.47634
C 1.38831 -0.63223 0.25742
C 0.06783 0.02453 0.56629
O -0.57617 1.23613 -0.40311
C -1.03955 -0.05855 -0.35372
C -2.38679 -0.26460 0.21354
H 1.12399 1.21645 -0.70049
H 2.41051 0.31729 -1.43197
H 2.62763 1.13463 0.19416
H 1.96396 -0.94134 1.15141
H 1.29241 -1.54016 -0.36422
H 0.00649 0.51302 1.52657
H -0.78971 -0.64010 -1.25242
H -2.48074 0.37720 1.09470
H -2.44853 -1.31625 0.50195
H -3.14033 -0.00138 -0.52377

Summary:
Net charge: 0
SMILES string: CC[C@H]1O[C@@H]1C
Lowest unoccupied orbital energy in eV: 1.170
Orbital gap in eV: 10.69
Highest occupied orbital energy in eV: -9.52
Multiplicity: 1

=====

Record 5
The following is a quantum chemistry calculation of 3 unconnected molecules or ions with the total composition C34H54ClF6N3O7, from the OMol25 dataset.

Cartesian coordinates (Å):
C 5.00484 -0.54182 5.36949
C 4.42208 -1.74256 4.62127
O 5.39263 -2.27605 3.74214
C 4.96176 -2.56108 2.42939
C 5.62564 -1.59665 1.46007
O 5.58547 -2.09327 0.13086
C 4.79661 -1.30899 -0.73264
C 3.34994 -1.24086 -0.32248
C 2.59121 -2.27752 -0.00175
F 3.02757 -3.52425 -0.09186
C 1.16618 -2.14538 0.38034
O 0.42906 -3.07810 0.21038
C 0.78947 -0.83480 0.98476
C -0.29077 -0.71028 1.89020
C -1.18792 -1.91069 2.16482
C -2.24687 -2.11390 1.05499
C -3.62169 -1.48894 1.35436
C -4.22643 -0.66859 0.24550
F -4.33508 -1.39163 -0.89012
F -5.48789 -0.30601 0.61448
C -3.52051 0.65916 -0.10640
F -2.21916 0.50221 -0.28233
F -3.69621 1.53678 0.86978
F -4.03067 1.16183 -1.22354
C -0.51878 0.54606 2.53612
C -1.61327 0.72517 3.55592
C -1.11805 0.79236 5.03071
N 0.24951 0.28723 5.17561
C 0.28588 1.65670 2.21876
C 0.06994 3.01705 2.85433
C 1.14038 3.37341 3.90700
C 1.41666 4.86549 4.07380
C 1.79708 5.66312 2.83393
O 3.17622 5.53967 2.50155
C 1.30280 1.50836 1.25763
Cl 2.28440 2.88418 0.88179
C 1.57984 0.28122 0.64896
C 2.68940 0.08971 -0.32971
O 3.07684 0.91010 -1.11539
H 4.53105 -0.42202 6.33901
H 4.86648 0.35733 4.77523
H 6.07047 -0.71260 5.48902
H 4.10027 -2.50590 5.33208
H 3.53554 -1.41867 4.07149
H 3.87592 -2.53932 2.34342
H 5.28184 -3.56586 2.15014
H 5.19428 -0.59468 1.52937
H 6.66981 -1.52004 1.76410
H 5.20009 -0.29740 -0.78724
H 4.85870 -1.72546 -1.73621
H -0.56806 -2.79780 2.21671
H -1.66792 -1.81197 3.13087
H -1.83136 -1.74760 0.12552
H -2.38489 -3.18022 0.91061
H -4.33859 -2.29098 1.51684
H -3.63860 -0.88053 2.25248
H -2.15564 1.63822 3.32567
H -2.34092 -0.06671 3.51302
H -1.81006 0.18901 5.62319
H -1.18474 1.81475 5.39127
H 0.50952 0.31010 6.15453
H 0.28601 -0.68616 4.89665
H -0.90669 2.99495 3.32283
H 0.03251 3.75254 2.05636
H 2.04543 2.80584 3.71271
H 0.77024 3.01461 4.86487
H 0.58632 5.36072 4.57705
H 2.26568 4.95165 4.75575
H 1.23463 5.37289 1.95302
H 1.56266 6.71557 3.01659
H 3.67146 6.12150 3.08180
C -6.20168 -5.23408 -5.32504
O -5.63053 -4.06115 -4.77953
C -6.51434 -2.96816 -4.62555
C -7.34365 -2.99014 -3.33386
C -8.50366 -3.98021 -3.36424
N -6.52396 -3.24765 -2.14731
H -6.96570 -4.99620 -6.07127
H -6.63743 -5.87059 -4.55089
H -5.40152 -5.79157 -5.81118
H -5.87602 -2.08103 -4.60363
H -7.16308 -2.87976 -5.50746
H -7.77158 -1.98895 -3.22440
H -8.16146 -5.00818 -3.24488
H -9.19256 -3.77330 -2.54573
H -9.06017 -3.91084 -4.30122
H -5.81209 -2.52793 -2.07234
H -5.99847 -4.10100 -2.31958
C 1.73453 1.33609 -6.68298
O 2.35634 1.20234 -5.42044
C 3.55364 1.93598 -5.25082
C 3.35698 3.40220 -4.83844
C 2.91125 4.30825 -5.98184
N 2.42478 3.54749 -3.72146
H 2.47374 1.43358 -7.48393
H 1.05506 2.19165 -6.71148
H 1.14954 0.43318 -6.85683
H 4.09195 1.42816 -4.44639
H 4.17252 1.86163 -6.15562
H 4.33339 3.76102 -4.49878
H 1.85908 4.16275 -6.22637
H 3.03436 5.35348 -5.69954
H 3.50091 4.12870 -6.88344
H 2.76794 3.02987 -2.91575
H 1.56233 3.07019 -3.96927

Summary:
Net charge: 0
SMILES string: CCOCCOCC1=C(F)C(=O)c2c(CCCC(F)(F)C(F)(F)F)c(CCN)c(CCCCO)c(Cl)c2C1=O.COC[C@@H](C)N.COC[C@@H](C)N
Lowest unoccupied orbital energy in eV: -1.086
Orbital gap in eV: 7.76
Highest occupied orbital energy in eV: -8.85
Multiplicity: 1

=====

Record 6
The following is a quantum chemistry calculation of a molecular structure, C2F6FeNO3S2, from the OMol25 dataset.

Cartesian coordinates (Å):
N 0.50246 0.19248 1.42285
S 1.72991 1.09876 0.82215
O -0.13808 0.48960 -1.99259
C 2.66279 -0.09244 -0.23654
F 2.15851 -1.31976 -0.28566
F 3.91283 -0.16999 0.20793
F 2.67722 0.41966 -1.46317
S -1.02800 0.09488 0.82879
O -1.45406 1.50298 0.43519
O -1.62258 -0.34145 2.11149
C -2.27540 -0.86351 -0.22234
F -2.75122 -0.04283 -1.18502
F -1.70263 -1.94189 -0.72404
F -3.34058 -1.25282 0.45884
Fe -0.45410 2.10140 -1.09477

Summary:
Net charge: 0
Lowest unoccupied orbital energy (spin up / spin down) in eV: -2.131 / -2.529
Orbital gap (spin up / spin down) in eV: 7.51 / 7.19
⟨S²⟩: 8.77
Highest occupied orbital energy (spin up / spin down) in eV: -9.64 / -9.72
Multiplicity: 6

=====

Please write out number 2 again, unchanged.
The following is a quantum chemistry calculation of 2 unconnected molecules or ions with the total composition C2H4FNO, from the OMol25 dataset.

Cartesian coordinates (Å):
N -2.47871 -1.48014 -0.31293
C -2.38951 -0.30389 -0.03239
O -2.12891 0.77215 0.16668
H -3.53371 -1.82078 -0.32382
C 1.31414 -0.19411 0.84780
F 2.13791 0.46092 0.08440
H 1.33958 -0.48272 1.88288
H 1.05659 -1.31988 0.47174
H 0.44079 0.43998 0.63832

Summary:
Net charge: 0
SMILES string: N=C=O.CF
Lowest unoccupied orbital energy in eV: 0.569
Orbital gap in eV: 11.74
Highest occupied orbital energy in eV: -11.17
Multiplicity: 1